No. 1
Entry from the Open Molecules 2025 dataset: C5H8FNO as an isolated structure in a non-equilibrium geometry (ωB97M-V with the def2-TZVPD basis set).

Summary:
HOMO level	-8.5	eV
gap between HOMO and LUMO	8.5949	eV
LUMO	0.1	eV
ΔE to the lowest compared entry with this formula, charge and spin	6.1161	eV

Structure (ORCA input):
```
! wB97M-V def2-TZVPD RIJCOSX def2/J DEFGRID3
* xyz 0 1
C 0.322 0.590 0.859
C -0.704 0.524 -0.302
C -1.202 -0.765 0.040
C 0.916 -0.615 -0.082
C 0.605 0.240 -1.246
H 0.612 2.597 0.510
H -0.082 0.348 1.779
H -1.685 1.078 -0.537
H -1.978 -0.989 -0.761
H -1.707 -0.869 0.997
H 0.131 -2.180 1.117
H 2.040 -0.824 -0.006
H 1.207 1.111 -1.038
N 0.044 -1.688 0.172
O 1.188 1.581 1.095
F 0.292 -0.139 -2.596
*
```



No. 2
Entry from the Open Molecules 2025 dataset: C25H20ClCrN8O2 as an isolated structure in a non-equilibrium geometry (ωB97M-V with the def2-TZVPD basis set).

Summary:
HOMO level (spin up / spin down)	-7.4 / -7.4	eV
gap between HOMO and LUMO (spin up / spin down)	6.5458 / 6.6236	eV
LUMO (spin up / spin down)	-0.9 / -0.8	eV
ΔE to the lowest compared entry with this formula, charge and spin	1.0300	eV

Structure (ORCA input):
```
! wB97M-V def2-TZVPD RIJCOSX def2/J DEFGRID3
* xyz 0 2
Cr 1.356 0.271 0.426
C 2.911 3.104 -2.431
C 2.852 2.138 -1.428
N 1.741 1.833 -0.779
C 0.604 2.500 -1.086
C 0.577 3.518 -2.071
C 1.777 3.802 -2.755
C -0.647 4.152 -2.352
C -1.792 3.721 -1.729
C -1.777 2.694 -0.786
C -0.583 2.092 -0.397
N -0.355 1.102 0.515
C -1.212 0.629 1.463
C -2.481 1.071 1.840
C -3.219 0.393 2.806
C -2.716 -0.701 3.469
C -1.400 -1.121 3.211
C -0.762 -2.154 3.930
C 0.555 -2.436 3.650
C 1.211 -1.730 2.648
N 0.630 -0.779 1.919
C -0.655 -0.454 2.207
H 3.841 3.259 -2.953
H 3.738 1.574 -1.164
H 1.778 4.550 -3.535
H -0.665 4.951 -3.078
H -2.738 4.181 -1.979
H -2.724 2.351 -0.409
H -2.912 1.959 1.414
H -4.214 0.742 3.039
H -3.296 -1.226 4.215
H -1.307 -2.683 4.698
H 1.089 -3.194 4.202
H 2.245 -1.948 2.419
C -3.174 -3.035 0.166
O -1.940 -3.740 0.245
C -0.849 -2.956 0.104
O -0.891 -1.772 -0.104
N 0.277 -3.702 0.274
N 1.534 -3.132 0.004
H -3.952 -3.792 0.173
H -3.210 -2.445 -0.752
H -3.280 -2.365 1.022
H 0.152 -4.708 0.187
H 1.748 -3.148 -0.992
H 2.244 -3.645 0.514
Cl 3.606 -0.237 0.870
C 2.736 1.017 1.743
H 3.261 1.957 1.575
H 2.780 0.777 2.805
N 1.149 -0.562 -1.349
C 1.064 -0.534 -2.512
C 1.050 -0.486 -3.872
C -0.023 -1.005 -4.595
N -0.910 -1.448 -5.179
C 2.132 0.136 -4.499
N 3.045 0.662 -4.962
*
```



No. 3
Entry from the Open Molecules 2025 dataset: an isolated ion of composition C5H6BrN2O2 and charge +1 in a non-equilibrium geometry (ωB97M-V with the def2-TZVPD basis set).

Summary:
HOMO level (spin up / spin down)	-12.3 / -15.3	eV
gap between HOMO and LUMO (spin up / spin down)	7.6219 / 6.8240	eV
LUMO (spin up / spin down)	-4.7 / -8.5	eV

Structure (ORCA input):
```
! wB97M-V def2-TZVPD RIJCOSX def2/J DEFGRID3
* xyz 1 3
C 0.815 -0.898 -0.264
C 0.797 -1.083 1.091
C -0.968 0.855 -0.627
C 0.121 0.033 -0.979
C 0.596 -0.096 2.025
N 0.506 0.248 -2.414
N -1.606 0.756 0.508
O 1.285 -0.530 -2.881
O 0.054 1.259 -2.895
Br 0.795 -0.576 3.811
H 1.328 -1.445 -0.997
H 1.143 -2.043 1.323
H -1.551 1.498 -1.240
H 0.688 0.988 1.720
H -1.406 0.076 1.219
H -2.597 0.959 0.600
*
```



We obtain E_tot values of -424.98034, -3057.83809, -3027.61988 a.u. for the records listed above, in that order.